# C4H5Cl2NO2S2

C4H5Cl2NO2S2 in the gas phase at a distorted geometry (ωB97M-V with the def2-TZVPD basis set, the Open Molecules 2025 dataset).

Output
energy above the lowest of the compared OMol25 structures with the same formula, charge and spin = 3.190 eV
LUMO level (spin up / spin down) = -1.1 / -1.1 eV
largest force on an atom = 4.7 eV/A

Geometry as XYZ:
```
16
Properties=species:S:1:pos:R:3:forces:R:3
C 0.8533 -0.4986 1.9554 1.53 2.61 -3.63
C -0.3955 -0.7262 1.9297 -1.82 -1.80 1.36
C 0.7831 0.7991 -0.0214 -0.66 -0.24 3.58
C -1.5041 -0.0512 1.2184 -1.67 1.90 1.48
N 0.1099 0.8798 -2.4542 2.57 1.55 -2.23
O 2.3591 -0.1323 -1.8794 0.71 0.65 -0.18
O 0.3237 -1.3494 -1.4657 -1.75 -2.56 0.64
S -0.8924 1.4288 0.2894 0.55 -1.33 0.61
S 0.9874 -0.1295 -1.5122 1.32 1.82 -0.07
Cl -0.9869 -2.0270 3.0512 0.17 0.78 -0.40
Cl -2.4240 -1.1472 0.1715 -0.19 -0.08 0.20
H 1.7563 -0.7109 2.4840 0.17 -0.28 -0.11
H 1.4583 1.6541 0.1130 0.14 -0.66 -0.32
H -2.2269 0.3684 2.1061 1.51 -1.05 -2.38
H 0.5543 1.1712 -3.3751 -0.48 -0.63 1.82
H -0.7556 0.4709 -2.6106 -2.10 -0.70 -0.37
```
Positions in Å, forces in eV/Å.


# C4H5Cl2NOS

C4H5Cl2NOS in the gas phase at a distorted geometry (ωB97M-V with the def2-TZVPD basis set, the Open Molecules 2025 dataset).

Output
energy above the lowest of the compared OMol25 structures with the same formula, charge and spin = 0.205 eV
LUMO level = 0.6 eV
largest force on an atom = 3.1 eV/A

Geometry as XYZ:
```
14
Properties=species:S:1:pos:R:3:forces:R:3
C 1.2674 -0.4032 1.9380 -0.07 1.40 2.79
C 0.6963 -0.4854 0.7721 -0.31 -0.48 -1.41
C 0.5446 0.6151 2.9044 0.19 -2.05 -1.47
C -1.4549 -0.0729 -0.3101 -2.24 1.05 1.63
N -0.3152 0.3644 0.4438 -0.01 2.35 0.86
O -0.1897 2.7894 1.4393 0.57 1.07 -0.29
S -0.6963 1.4818 1.7531 -0.30 -1.24 -0.04
Cl 1.5304 1.7047 3.8154 0.17 0.22 -0.25
Cl -0.4944 -0.3395 4.0468 0.13 0.18 -0.26
H 2.0544 -1.0207 2.3098 0.37 -0.12 0.09
H 0.9081 -1.1737 -0.0242 0.51 -0.46 0.00
H -1.2877 -1.0829 -0.5581 -0.08 -1.23 -0.64
H -2.2705 -0.0539 0.5181 0.47 -0.25 -2.02
H -1.7643 0.5374 -1.2038 0.59 -0.45 1.01
```
Positions in Å, forces in eV/Å.


# C4H5Cl2O2S

A gas-phase ion, C4H5Cl2O2S (charge -1) at a distorted geometry (ωB97M-V with the def2-TZVPD basis set, the Open Molecules 2025 dataset).

Output
charge = -1
energy above the lowest of the compared OMol25 structures with the same formula, charge and spin = 2.915 eV
LUMO level (spin up / spin down) = 3.0 / 3.0 eV
largest force on an atom = 4.4 eV/A

Geometry as XYZ:
```
14
Properties=species:S:1:pos:R:3:forces:R:3
C 0.0684 -0.3029 -1.4398 1.94 2.78 -2.85
C 0.6606 -0.5369 -0.0229 -2.51 -0.34 -0.47
C -1.2035 -0.9950 -2.1146 0.66 0.34 0.79
C 0.1311 0.2558 1.1796 -1.86 -1.66 -0.38
O 1.7867 -2.5658 -0.9851 -0.88 -0.66 -0.13
O 1.0008 -2.8758 1.3079 -1.08 0.70 -0.71
S 0.7902 -2.1858 0.0196 3.96 -0.51 1.42
Cl -2.6274 -0.3001 -1.2524 -0.95 0.11 0.56
Cl -1.0840 -2.7584 -1.6111 -0.47 0.11 -0.18
H -0.0727 0.8897 -1.5465 0.04 -2.68 0.13
H 0.8007 -0.5841 -2.3351 -0.74 0.66 2.41
H 0.4209 -0.1906 2.1501 0.93 0.80 -0.51
H -0.9795 0.1147 1.3112 0.60 0.35 -0.68
H 0.2732 1.3104 0.9508 0.37 0.02 0.63
```
Positions in Å, forces in eV/Å.


# C4H5Cl3CuN

A molecular structure, C4H5Cl3CuN at a distorted geometry (ωB97M-V with the def2-TZVPD basis set, the Open Molecules 2025 dataset).

Output
energy above the lowest of the compared OMol25 structures with the same formula, charge and spin = 0.314 eV
spin multiplicity = 3
LUMO level (spin up / spin down) = 0.1 / -4.6 eV
largest force on an atom = 5.8 eV/A

Geometry as XYZ:
```
14
Properties=species:S:1:pos:R:3:forces:R:3
Cu -0.5467 0.6669 -1.2243 -0.72 0.44 -0.66
Cl -2.6873 -0.2615 -2.2902 1.66 0.78 0.88
Cl 1.0985 0.3696 -3.2591 -0.64 0.22 0.74
Cl -0.6885 3.1439 -0.6594 0.13 -1.85 -0.52
N -0.2039 0.2971 1.5415 0.18 -1.11 -1.56
C -0.7230 -0.8423 0.9353 -3.18 2.05 4.34
C 0.1380 -1.3300 0.0935 1.19 -3.05 -3.05
C 1.2434 -0.5021 -0.0018 0.80 2.00 0.69
C 0.9896 0.5675 0.9005 0.07 -0.46 0.56
H -0.6757 0.7379 2.3181 0.36 0.50 -0.37
H -1.6608 -1.2093 1.3256 0.04 -0.19 -0.33
H 0.0224 -2.3050 -0.3565 0.00 0.21 -0.35
H 2.1213 -0.7334 -0.5868 -0.02 0.50 0.09
H 1.5728 1.4007 1.2637 0.13 -0.07 -0.46
```
Positions in Å, forces in eV/Å.


# C4H5ClF2

C4H5ClF2 in the gas phase at a distorted geometry (ωB97M-V with the def2-TZVPD basis set, the Open Molecules 2025 dataset).

Output
energy above the lowest of the compared OMol25 structures with the same formula, charge and spin = 3.432 eV
LUMO level = -1.2 eV
largest force on an atom = 4.2 eV/A

Geometry as XYZ:
```
12
Properties=species:S:1:pos:R:3:forces:R:3
C 0.8529 0.7841 -0.7579 -2.42 0.75 -2.72
C -1.7935 -0.7427 0.6783 -1.25 0.03 0.56
C 0.2039 -0.5838 -0.5611 1.49 3.04 0.61
C -0.3404 -0.4975 0.8407 0.32 -2.34 1.35
F 0.2165 -1.5670 1.6139 -0.91 0.88 -0.86
F 0.0277 0.5881 1.5349 0.09 0.37 0.49
Cl -2.7463 0.6276 1.0678 0.78 -0.62 -0.38
H 1.1197 1.0714 -1.7978 -1.09 -0.32 0.21
H 0.2316 1.5254 -0.2512 0.24 0.32 -0.83
H 0.9339 -1.3150 -0.6686 1.15 -1.67 0.32
H 1.7721 0.8648 -0.3773 3.48 -0.09 2.35
H -0.4781 -0.7555 -1.3218 -1.89 -0.36 -1.09
```
Positions in Å, forces in eV/Å.


# C4H5ClFNO

C4H5ClFNO in the gas phase at a distorted geometry (ωB97M-V with the def2-TZVPD basis set, the Open Molecules 2025 dataset).

Output
SMILES = F[C@H]1CON=C[C@@H]1Cl
energy above the lowest of the compared OMol25 structures with the same formula, charge and spin = 3.493 eV
LUMO level = 0.7 eV
largest force on an atom = 5.5 eV/A

Geometry as XYZ:
```
13
Properties=species:S:1:pos:R:3:forces:R:3
F 0.7601 1.1974 -1.3120 -2.18 1.31 0.76
C -0.3754 0.7513 -0.5101 -1.05 5.40 -0.30
C -0.9150 -0.4182 -1.1466 -0.83 -0.53 -2.47
O 0.2959 -1.0508 -1.5901 -2.11 -1.76 -1.23
N 1.2761 -1.1393 -0.7221 1.67 -0.52 1.43
C 1.2561 -0.5115 0.3853 -2.00 -0.51 0.05
C 0.2407 0.5011 0.8255 0.61 -0.62 -2.22
Cl -1.0520 0.1486 1.9321 -0.12 -0.39 1.02
H -1.2073 1.5324 -0.2863 1.57 -0.60 -1.21
H -1.6691 -0.3359 -2.0890 2.16 0.09 2.31
H -1.4280 -0.8556 -0.3057 -0.37 -1.42 -0.09
H 2.0482 -0.6041 1.0128 2.56 -0.76 1.38
H 0.7624 1.4058 1.0810 0.09 0.32 0.57
```
Positions in Å, forces in eV/Å.


# C4H5ClN2

2 unconnected molecules or ions with the total composition C4H5ClN2 at a distorted geometry (ωB97M-V with the def2-TZVPD basis set, the Open Molecules 2025 dataset).

Output
energy above the lowest of the compared OMol25 structures with the same formula, charge and spin = 7.165 eV
LUMO level (spin up / spin down) = -0.4 / 0.0 eV
largest force on an atom = 4.5 eV/A

Geometry as XYZ:
```
12
Properties=species:S:1:pos:R:3:forces:R:3
C -0.7084 0.2486 -0.0075 0.02 2.39 0.06
C 1.8776 0.8389 1.6609 -1.10 -0.34 0.18
C -0.7225 -1.1117 -0.5180 -3.87 -1.98 -1.18
C -1.5885 -0.2428 -1.6031 1.69 -1.61 -2.96
N -1.3441 0.9926 -0.8501 0.73 -1.04 1.92
N 1.7629 1.3091 2.7597 -0.44 0.71 0.70
Cl 3.1425 0.4829 0.6218 1.05 -0.15 -0.88
H 0.1164 -1.6690 -0.8624 1.08 0.33 -0.29
H -1.4097 -1.9271 -0.1133 0.81 1.45 0.34
H -0.8693 -0.2475 -2.5615 -2.09 0.16 1.64
H -2.6889 -0.4954 -1.8547 1.88 0.31 0.61
H 2.4320 1.8214 3.3281 0.23 -0.25 -0.12
```
Positions in Å, forces in eV/Å.


# C4H5ClN2O2

C4H5ClN2O2 in the gas phase at a distorted geometry (ωB97M-V with the def2-TZVPD basis set, the Open Molecules 2025 dataset).

Output
SMILES = C[C@]1(Cl)NC(=O)NC1=O
energy above the lowest of the compared OMol25 structures with the same formula, charge and spin = 0.300 eV
LUMO level = 0.6 eV
largest force on an atom = 5.7 eV/A

Geometry as XYZ:
```
14
Properties=species:S:1:pos:R:3:forces:R:3
C -1.0605 0.0536 0.2352 2.83 -1.55 -0.13
C 0.2026 0.6968 -0.3128 -0.09 1.75 1.66
Cl -0.2091 2.2346 -1.1302 -0.26 0.62 -0.24
N 1.0379 -0.0749 -1.1486 0.42 0.57 1.05
C 2.2905 -0.1571 -0.5171 -0.21 -3.71 -3.33
O 3.1255 -0.9531 -0.9134 0.22 1.19 0.47
N 2.3662 0.5217 0.6523 0.72 1.17 2.57
C 1.1946 1.1242 1.0872 -1.21 -2.91 -4.70
O 0.7923 1.5482 2.1001 0.20 0.83 1.14
H -1.6540 -0.2909 -0.6258 -0.02 -0.37 0.85
H -1.5179 0.7623 0.8375 -1.34 1.37 0.84
H -0.5926 -0.6702 0.9995 -1.42 0.09 -1.49
H 0.7739 -0.3849 -2.1264 0.96 0.51 2.00
H 3.1663 0.2820 1.2693 -0.81 0.45 -0.69
```
Positions in Å, forces in eV/Å.


# C4H5ClN2O3

C4H5ClN2O3 in the gas phase at a distorted geometry (ωB97M-V with the def2-TZVPD basis set, the Open Molecules 2025 dataset).

Output
SMILES = C/N=C/[C@@H](C(=O)Cl)[N+](=O)[O-]
energy above the lowest of the compared OMol25 structures with the same formula, charge and spin = 0.158 eV
LUMO level = 0.1 eV
largest force on an atom = 4.2 eV/A

Geometry as XYZ:
```
15
Properties=species:S:1:pos:R:3:forces:R:3
C 2.0385 -1.4308 0.4903 -0.18 0.44 -0.81
N 0.7874 -0.7045 0.3131 0.60 -0.76 0.75
C 0.5740 0.1312 -0.5755 -0.99 1.21 -0.98
C -0.7397 0.8918 -0.4385 0.66 -0.06 -1.01
C -1.9286 0.0623 -0.8661 -0.95 0.31 -1.94
O -2.5071 0.1121 -1.9208 1.17 0.79 0.45
Cl -2.4628 -1.1128 0.2167 -0.20 -1.27 1.50
N -0.9932 1.3559 1.0369 1.26 -0.27 -4.02
O -2.1144 1.7076 1.1687 -1.94 0.87 1.54
O -0.0519 1.4007 1.7469 0.62 0.39 1.80
H 2.7720 -0.8961 -0.1898 -0.13 -1.18 0.83
H 2.3388 -1.2913 1.6018 -0.44 -0.83 -1.99
H 1.7695 -2.4959 0.1071 1.08 1.61 1.17
H 1.1005 0.5566 -1.4971 0.45 -1.20 1.29
H -0.5831 1.7132 -1.1937 -0.99 -0.06 1.41
```
Positions in Å, forces in eV/Å.